# 1
8
Properties=species:S:1:pos:R:3:forces:R:3 method="wB97M-V/def2-TZVPD" gap_ev="6.9866 / 6.9872" spin_multiplicity=1 total_energy_ha=-2390.2551 lumo_ev="-2.8151 / -2.8149" homo_ev="-9.80 / -9.80" de_lowest_kj_mol=298.19 fmax_ha_per_bohr=0.04728
C 0.32035 0.54825 0.16711 2.4 -0.3 -0.3
C -0.29529 -0.75204 0.30618 0.0 -0.6 0.2
O -1.53587 0.99223 -1.66061 -0.8 0.6 -0.4
S -0.36148 0.17777 -1.47578 0.7 -0.3 1.1
Cl 2.91618 0.24971 0.11637 -2.3 0.4 0.0
Cl -0.01598 1.89166 1.08718 0.0 -0.1 -0.2
Cl 0.65453 -2.18269 0.12721 -0.2 0.2 0.0
Cl -1.68243 -0.92490 1.33234 0.2 0.2 -0.3

# 2
26
Properties=species:S:1:pos:R:3:forces:R:3 method="wB97M-V/def2-TZVPD" gap_ev=10.7445 spin_multiplicity=1 total_energy_ha=-959.7345 lumo_ev=3.0916 homo_ev=-7.65 de_lowest_kj_mol=52.40 fmax_ha_per_bohr=0.05517 total_charge=-1
B 0.26767 -0.81773 -1.07833 -0.6 -1.0 -1.2
F -0.22061 0.30050 -0.42400 -1.0 0.8 -0.1
F -0.44811 -1.96034 -0.67415 -0.4 -0.1 0.4
F 0.21423 -0.76747 -2.48356 -0.8 0.5 -0.2
F 1.56225 -0.89605 -0.76790 2.6 -0.4 0.9
O 0.66934 1.82051 -3.29761 -0.1 0.7 -0.4
H 1.58472 1.67423 -3.53623 0.2 0.0 0.1
H 0.41564 1.02895 -2.82294 -0.1 -0.5 0.1
O 2.11475 -1.77626 2.21472 0.4 -0.4 0.3
H 1.56812 -1.00944 2.04317 -0.5 0.3 -0.1
H 3.01203 -1.45924 2.11168 0.2 0.0 -0.1
O -1.23923 3.49951 0.70997 0.4 1.1 0.3
H -1.32288 2.54598 0.70524 -0.4 -0.3 0.0
H -1.02034 3.72571 -0.19400 0.2 0.0 -0.2
O -1.39601 -4.23574 0.64724 -0.2 -0.5 0.3
H -2.06591 -3.85540 1.21540 -0.1 0.1 0.1
H -1.03102 -3.48859 0.17311 0.3 0.4 -0.3
O 2.31285 1.87879 -0.44810 0.5 0.5 0.0
H 2.01392 0.98117 -0.59350 -0.1 -0.4 0.0
H 2.12480 2.04779 0.47509 -0.2 0.1 0.2
O -2.58724 1.30073 0.27795 -0.7 -0.4 0.2
H -1.91011 0.75590 -0.12315 0.5 -0.4 -0.2
H -3.16132 1.54367 -0.44844 -0.1 0.2 -0.1
O -0.39891 -0.58076 2.21471 0.0 0.3 0.3
H -0.46589 -1.35717 2.77052 0.0 -0.2 0.2
H -0.59274 -0.89927 1.33312 -0.1 -0.1 -0.4

# 3
122
Properties=species:S:1:pos:R:3:forces:R:3 method="wB97M-V/def2-TZVPD" gap_ev=9.5254 spin_multiplicity=1 total_energy_ha=-8482.6172 lumo_ev=0.2113 homo_ev=-9.31 de_lowest_kj_mol=0.00 fmax_ha_per_bohr=0.03604
Cl -5.44504 -3.18282 -10.07460 -0.1 0.1 0.0
C -3.78111 -3.61427 -9.61586 0.2 -0.7 0.2
C -3.75492 -4.54516 -8.41170 -0.5 0.3 0.2
Cl -4.45987 -3.71569 -6.98112 0.4 0.1 0.0
H -3.21554 -2.70809 -9.42603 -0.1 0.1 0.0
H -3.38014 -4.12877 -10.48650 0.2 0.0 0.1
H -2.75072 -4.85661 -8.13725 0.1 0.1 -0.1
H -4.37423 -5.42858 -8.54235 0.0 0.0 -0.2
Cl -0.92860 -7.42105 -6.20888 0.2 0.0 -0.2
C -1.89243 -7.83240 -4.76674 -0.7 0.5 -0.4
C -3.21920 -8.46252 -5.16372 1.0 -0.9 0.4
Cl -4.19045 -7.39257 -6.17165 -0.4 0.2 -0.1
H -2.09333 -6.88691 -4.26751 0.2 -0.1 0.3
H -1.28126 -8.49028 -4.16050 -0.2 0.0 0.2
H -3.76288 -8.73929 -4.26016 -0.2 0.3 0.0
H -3.03509 -9.38302 -5.71705 -0.1 0.1 -0.1
Cl -4.87543 -5.64577 -2.92233 -0.2 -0.5 0.1
C -5.95882 -4.86964 -4.11750 0.8 0.4 0.5
C -7.23207 -4.40470 -3.48780 -0.7 -0.1 -0.1
Cl -7.00863 -3.24740 -2.15034 0.2 0.0 -0.1
H -6.14178 -5.56342 -4.93186 0.0 0.0 0.0
H -5.34173 -4.03753 -4.44721 -0.3 0.1 -0.3
H -7.81930 -5.23221 -3.09295 0.1 0.0 0.1
H -7.83124 -3.87297 -4.22591 0.0 -0.1 -0.1
Cl -4.78994 -5.51722 1.42101 0.0 0.1 -0.1
C -5.55846 -4.00114 0.84201 -0.3 -0.3 -0.2
C -5.58071 -2.92786 1.91429 0.0 -0.4 -0.5
Cl -3.93976 -2.49704 2.47451 -0.1 0.0 0.1
H -6.57343 -4.29452 0.57923 -0.1 0.1 0.3
H -5.11771 -3.73306 -0.11529 0.5 0.2 0.3
H -6.17073 -3.28789 2.75186 0.2 0.1 0.2
H -6.03726 -2.01903 1.52949 0.0 0.0 0.0
Cl -8.29848 -1.92346 -6.46622 -0.1 -0.3 0.6
C -7.58023 -1.18966 -7.92272 -0.5 -0.6 -0.2
C -8.43970 -1.55415 -9.12338 -0.3 0.4 0.1
Cl -9.97506 -0.60133 -9.10461 0.3 -0.2 -0.1
H -6.59968 -1.64196 -8.04841 0.1 0.3 0.1
H -7.59082 -0.13411 -7.67826 0.4 0.1 -0.5
H -8.73673 -2.59909 -9.11741 0.1 -0.1 0.2
H -7.93773 -1.37021 -10.07112 0.1 0.3 0.1
Cl -7.48556 -5.18535 -7.34843 -0.2 -0.4 -0.4
C -7.75260 -6.53637 -8.49880 0.2 -0.3 -0.6
C -7.63528 -7.89540 -7.83975 -0.4 0.0 0.4
Cl -9.24474 -8.42796 -7.20996 0.4 0.1 0.1
H -7.02856 -6.47832 -9.31446 0.3 0.3 0.3
H -8.71181 -6.39408 -8.98908 -0.2 0.0 0.3
H -6.92892 -7.85323 -7.01477 -0.1 0.0 0.1
H -7.30625 -8.69609 -8.49594 -0.1 0.2 -0.3
Cl -8.96338 -3.95037 1.69353 -0.1 0.3 -0.2
C -9.16154 -2.57838 0.54904 -1.0 0.1 0.1
C -9.62370 -1.29677 1.20618 0.1 0.7 0.1
Cl -8.59626 -0.82385 2.59222 0.0 0.1 0.0
H -9.96618 -2.84712 -0.13722 0.3 -0.2 -0.2
H -8.25137 -2.43154 -0.02114 0.1 -0.1 0.2
H -10.65767 -1.26273 1.54568 0.1 -0.6 0.2
H -9.58301 -0.46770 0.49508 0.3 -0.2 -0.2
N -1.23263 -7.51194 -1.52475 0.1 0.2 0.1
C -0.17393 -8.18097 -1.06151 -0.3 0.2 0.2
C -0.25392 -9.06899 0.00603 0.6 0.9 -0.6
C -1.45920 -9.15740 0.65555 -0.5 -0.8 0.7
C -2.55225 -8.40088 0.27104 0.3 0.2 -0.7
C -2.38905 -7.60377 -0.86436 0.3 -0.2 0.2
H 0.77136 -7.91432 -1.51941 0.0 -0.3 -0.2
H 0.64939 -9.54576 0.35993 -0.1 -0.3 0.0
H -1.55352 -9.86572 1.47333 0.0 0.2 0.1
H -3.48047 -8.43212 0.82175 -0.1 0.0 -0.1
H -3.17370 -6.97656 -1.26576 -0.3 -0.1 0.2
N -2.04839 -3.42081 -1.20785 -0.2 0.6 -0.7
C -1.98648 -3.92830 -2.45199 -0.3 -0.5 1.5
C -2.53706 -3.31079 -3.56233 0.7 0.7 0.1
C -3.03622 -2.01694 -3.39577 -0.7 -0.5 -0.3
C -3.13634 -1.47168 -2.12584 0.7 -0.2 0.2
C -2.61667 -2.21824 -1.07688 0.4 -0.3 0.4
H -1.54136 -4.91734 -2.37280 0.0 -0.1 -1.0
H -2.44967 -3.73880 -4.55161 -0.1 -0.1 0.0
H -3.42986 -1.50005 -4.26330 0.1 0.1 0.0
H -3.46048 -0.46190 -1.91649 -0.3 0.0 -0.2
H -2.58172 -1.84707 -0.05879 -0.3 0.2 0.0
N -6.42499 -11.56977 -3.69079 -0.1 0.2 0.0
C -5.96059 -11.56927 -2.44852 0.2 0.0 0.3
C -5.72741 -10.41068 -1.71531 -0.3 0.2 -0.3
C -6.04448 -9.21335 -2.32737 0.2 1.1 -0.5
C -6.50795 -9.15948 -3.63913 -0.1 -1.3 0.0
C -6.69682 -10.39153 -4.26742 0.2 -0.2 0.1
H -5.77241 -12.54338 -2.00922 0.1 0.0 0.0
H -5.35322 -10.39533 -0.70168 0.0 -0.3 0.0
H -5.95806 -8.25233 -1.82920 0.3 -0.2 0.2
H -6.75258 -8.23535 -4.14197 0.0 0.1 0.1
H -7.07251 -10.51200 -5.27723 -0.1 0.4 -0.1
N -8.53110 -6.87624 -1.05084 0.5 0.2 0.6
C -8.56959 -8.20189 -0.93403 -0.5 -0.3 -0.9
C -9.70217 -8.94551 -1.24846 -0.1 0.4 1.2
C -10.89977 -8.25516 -1.41636 0.0 -0.7 -0.9
C -10.88572 -6.87946 -1.50371 0.6 0.2 0.2
C -9.66029 -6.23586 -1.31666 -0.8 -0.2 0.1
H -7.66718 -8.74701 -0.67945 -0.1 0.4 0.1
H -9.65129 -10.02293 -1.16674 -0.2 0.0 -0.1
H -11.81306 -8.81530 -1.58414 0.0 0.1 0.1
H -11.76850 -6.28988 -1.70363 -0.1 -0.1 0.1
H -9.66832 -5.15108 -1.30126 0.4 0.1 -0.2
N -10.99227 -1.94514 -2.23716 0.0 -0.2 0.2
C -12.23366 -1.73454 -1.78520 0.6 -0.4 -0.4
C -13.31550 -1.64136 -2.63808 -0.6 0.5 0.0
C -13.10481 -1.68960 -3.99976 0.5 -0.2 -0.4
C -11.81318 -1.87314 -4.49513 -1.1 0.2 0.7
C -10.79517 -1.98384 -3.55089 -0.8 -1.4 -1.0
H -12.33034 -1.68217 -0.70802 -0.2 0.0 0.0
H -14.32558 -1.45155 -2.29589 0.1 -0.1 0.3
H -13.93785 -1.59626 -4.68489 0.0 0.0 0.0
H -11.70202 -1.85476 -5.56983 0.6 -0.2 0.0
H -9.80512 -2.14755 -3.96307 0.3 -0.1 0.6
N -10.22895 1.36322 -2.34906 -0.3 -0.4 0.0
C -9.66230 0.36589 -3.02722 0.8 0.6 0.3
C -8.33563 -0.01765 -2.82605 -0.1 0.2 -0.1
C -7.60081 0.66549 -1.87785 0.5 0.4 0.1
C -8.18375 1.68752 -1.14059 -0.2 -0.4 -0.4
C -9.51513 1.97807 -1.41181 0.3 0.1 0.4
H -10.28693 -0.21009 -3.69894 0.4 1.3 -0.1
H -7.85829 -0.79506 -3.40604 -0.2 -0.1 0.0
H -6.54482 0.47976 -1.71187 -0.1 -0.3 -0.1
H -7.58319 2.21789 -0.41563 -0.3 0.1 0.1
H -10.03167 2.70931 -0.79880 -0.1 0.2 -0.2

# 4
17
Properties=species:S:1:pos:R:3:forces:R:3 method="wB97M-V/def2-TZVPD" gap_ev=8.6860 spin_multiplicity=1 total_energy_ha=-1092.2317 lumo_ev=-0.0106 homo_ev=-8.70 de_lowest_kj_mol=385.97 fmax_ha_per_bohr=0.10150
C -1.33967 -1.94385 -0.14579 2.9 1.0 1.1
C 2.64295 0.46471 -1.84291 2.8 -1.6 -2.1
C -1.52781 -0.63258 -0.12378 0.8 0.2 0.6
C 1.61375 -0.14206 -1.34322 -4.7 -0.1 1.6
C -0.77021 1.09212 2.43225 1.2 -2.0 -4.7
C -0.61462 0.46697 0.32820 -0.1 0.9 1.7
S 1.14806 0.25124 0.37520 0.4 -0.5 -0.2
Cl -1.09064 1.99574 -0.48231 0.0 0.0 -0.2
H -2.12943 -2.58022 -0.32061 -1.5 -1.3 -0.7
H -0.35851 -2.37512 0.11865 -0.6 0.2 0.0
H 3.08489 0.10156 -2.83552 -0.9 1.0 1.2
H 3.33843 0.90917 -1.14522 0.0 0.6 -0.2
H -2.46876 -0.30511 -0.46446 -1.1 0.7 -0.1
H 0.67664 -0.64951 -1.75986 2.1 0.4 -0.3
H -1.69842 1.58387 2.29160 -0.9 -0.1 0.6
H -0.59392 0.03248 2.63332 -0.5 0.7 1.0
H 0.08728 1.73058 2.28446 0.2 0.1 0.6